Entry 1:
ORCA calculation (ωB97M-V with the def2-TZVPD basis set) on C17H28N2 in the gas phase.

The max |F| is 0.00885 hartree/bohr. Its SMILES is CCN(CC)c1ccc(CN2CCCCCC2)cc1. As for the energy: -21063.5433 eV. As for the spin multiplicity: 1. For the energy above the lowest of the compared OMol25 structures with the same formula, charge and spin, the calculation gives 4.94 kcal per mole. The calculation puts the HOMO energy at -7.3 eV. Its net charge is 0.

```
47
C17H28N2, DFT ωB97M-V with the def2-TZVPD basis set
C -4.2995 -0.2103 2.0334
H -3.3006 -0.5628 2.2766
H -5.0146 -0.7050 2.6862
H -4.3378 0.8591 2.2223
C -4.6317 -0.5139 0.5702
N -3.7042 0.0778 -0.3683
C -2.3866 -0.3300 -0.4070
C -1.9886 -1.5597 0.1349
C -0.6788 -1.9899 0.0582
C 0.2984 -1.2260 -0.5604
C -0.0841 -0.0028 -1.0944
C -1.3869 0.4420 -1.0167
H -1.6159 1.4084 -1.4357
H 0.6643 0.6167 -1.5660
C 1.7293 -1.6808 -0.6602
N 2.6311 -0.6686 -0.1424
C 2.4590 -0.4895 1.2832
C 3.3278 0.6320 1.8589
C 3.5377 1.7965 0.8893
H 2.6387 1.9315 0.2879
C 4.7450 1.5885 -0.0250
C 4.5207 0.5367 -1.1074
H 3.7794 0.9046 -1.8190
C 4.0139 -0.8029 -0.5642
H 4.0797 -1.5448 -1.3659
H 4.6598 -1.1508 0.2531
H 5.4576 0.3758 -1.6464
H 4.9919 2.5359 -0.5112
H 5.6055 1.3023 0.5861
H 3.7013 2.7098 1.4669
H 4.3032 0.2397 2.1549
H 2.8410 0.9927 2.7677
H 1.4039 -0.2445 1.4393
H 2.6669 -1.4266 1.8384
H 1.8472 -2.6495 -0.1374
H 1.9732 -1.8359 -1.7164
H -0.4165 -2.9468 0.4892
H -2.7047 -2.2059 0.6158
C -4.1396 1.2671 -1.0597
C -3.9795 2.5604 -0.2543
H -4.6435 2.5605 0.6065
H -4.2250 3.4178 -0.8763
H -2.9569 2.6643 0.0992
H -5.1960 1.1373 -1.3187
H -3.5877 1.3450 -1.9996
H -4.6656 -1.5989 0.4208
H -5.6275 -0.1276 0.3412
```

***

Entry 2:
ORCA calculation (ωB97M-V with the def2-TZVPD basis set) on C17H28N6NiO6Se as an isolated structure.

The max |F| is 0.08477 hartree/bohr. As for the energy: -145693.2100 eV. As for the spin multiplicity: 3. For the energy above the lowest of the compared OMol25 structures with the same formula, charge and spin, the calculation gives 0.70 kcal per mole. The calculation puts the HOMO energy (spin up / spin down) at -6.6 / -6.6 eV. Its net charge is 0.

```
59
C17H28N6NiO6Se, DFT ωB97M-V with the def2-TZVPD basis set
O 1.9835 0.2875 -4.9488
H 1.9871 0.9025 -5.7042
Ni 0.3100 -0.1803 -1.1247
N 1.5762 -0.9564 0.0802
N 1.0624 -1.4669 -2.2960
N -0.0972 1.3047 -0.0291
N -0.5253 0.9698 -2.4006
O 1.7511 -0.6483 1.3413
O 0.1760 1.3590 1.2908
O -0.7648 0.6189 -3.6837
O 0.6338 -1.6422 -3.4910
C 1.9433 -2.3486 -1.7279
C 2.2261 -2.0588 -0.3726
C -0.8474 2.2934 -0.5438
C -1.0882 2.1040 -1.9487
C 3.1103 -2.7990 0.5501
H 2.5892 -3.0815 1.4749
H 3.9581 -2.1656 0.8411
H 3.4882 -3.7105 0.0816
C 2.4642 -3.4937 -2.5069
H 2.8181 -3.1527 -3.4870
H 1.6961 -4.2649 -2.6653
H 3.2942 -3.9587 -1.9633
C -1.3641 3.3998 0.2988
C -1.8474 3.0646 -2.7939
H -0.6680 3.6204 1.1144
H -2.3352 3.1583 0.7568
H -1.5076 4.3010 -0.3048
H -1.9675 2.6812 -3.8091
H -1.3102 4.0263 -2.8370
H -2.8373 3.2721 -2.3660
H 0.8710 0.5784 1.4051
H -0.2605 -0.2667 -3.7753
C 2.6508 0.9336 -3.8552
H 2.9612 0.1435 -3.1681
H 1.9824 1.6405 -3.3424
H 3.5548 1.4711 -4.1974
O 4.3639 2.6953 -0.5765
H 3.5909 3.1230 -0.9805
H 4.1403 1.7491 -0.5612
C -4.0644 -0.4370 1.3720
N -2.7648 -0.6769 1.9599
C -1.6564 -1.1596 1.3124
Se -1.5803 -1.5806 -0.4761
N -0.6821 -1.2516 2.2655
C -1.1801 -0.9105 3.5142
C -0.6152 -1.0494 4.7762
C -1.4428 -0.7493 5.8701
C -2.7666 -0.3054 5.6819
C -3.3195 -0.1769 4.3958
C -2.4951 -0.5108 3.3259
H -4.7900 -1.1851 1.7150
H -3.9604 -0.4952 0.2844
H -4.4187 0.5594 1.6635
H 0.3198 -1.4137 2.0571
H 0.4201 -1.3904 4.8610
H -1.0626 -0.8643 6.8878
H -3.3701 -0.0653 6.5622
H -4.3333 0.1592 4.1969
```

***

Entry 3:
ORCA calculation (ωB97M-V with the def2-TZVPD basis set) on C17H28O3Si in the gas phase.

The max |F| is 0.05126 hartree/bohr. Its SMILES is CCOC(=O)[C@@H](O[Si](CC)(CC)CC)c1ccccc1C. As for the energy: -32104.7097 eV. As for the spin multiplicity: 1. For the energy above the lowest of the compared OMol25 structures with the same formula, charge and spin, the calculation gives 3.59 kcal per mole. The calculation puts the HOMO energy at -9.1 eV. Its net charge is 0.

```
49
C17H28O3Si, DFT ωB97M-V with the def2-TZVPD basis set
O -0.3263 -1.5447 -1.4992
O -0.2755 -1.8370 0.7559
O 0.1749 1.0961 0.1950
C 0.0485 -1.2259 -0.3953
C 4.6819 -0.6710 1.5446
C 3.7917 0.1791 2.1652
C 4.4046 -1.2352 0.3278
C 2.5840 0.4149 1.5442
C 3.1671 -1.0220 -0.2734
C 2.2398 -0.2323 0.3472
C 2.8411 -1.7593 -1.5463
C 0.9159 0.0339 -0.3470
C 0.0098 -4.1370 0.2842
C -4.0046 0.4165 0.1630
C -0.5531 2.9878 -2.6331
C -2.0651 2.6853 2.1632
C -0.9781 -3.0231 0.5228
C -2.5672 -0.0030 0.2970
C -1.5434 1.9401 -2.0971
C -1.9457 2.9421 0.6734
Si -1.4069 1.4091 -0.2517
H 5.6779 -0.8589 1.9318
H 4.0286 0.5883 3.1761
H 5.1434 -1.8536 -0.1802
H 1.9236 1.2069 1.9105
H 3.2372 -1.2250 -2.4245
H 3.3387 -2.7253 -1.5829
H 1.7662 -1.9351 -1.6279
H 1.1084 0.3638 -1.4155
H -0.4921 -5.0937 0.0291
H 0.5977 -4.2789 1.2029
H 0.6823 -3.8753 -0.5202
H -4.6987 -0.4318 0.1130
H -4.2737 1.1129 0.9739
H -4.1258 0.9377 -0.8192
H -0.4355 2.9104 -3.7053
H -0.8696 4.0020 -2.3955
H 0.4095 2.8511 -2.1708
H -2.7812 1.9379 2.5203
H -1.0756 2.3914 2.5514
H -2.2745 3.6349 2.6516
H -1.6179 -3.1779 1.4302
H -1.6602 -2.9373 -0.3738
H -2.2894 -0.2629 1.3122
H -2.3532 -0.8858 -0.3026
H -1.4220 0.9678 -2.5644
H -2.5719 2.2440 -2.3519
H -2.9278 3.2184 0.2065
H -1.2376 3.7595 0.4849
```

***

Entry 4:
ORCA calculation (ωB97M-V with the def2-TZVPD basis set) on C17H28OsP as an isolated structure.

The max |F| is 0.08867 hartree/bohr. As for the energy: -29824.6870 eV. As for the spin multiplicity: 5. The calculation puts the HOMO energy (spin up / spin down) at -10.5 / -12.1 eV. Its net charge is +1.

```
47
C17H28OsP, DFT ωB97M-V with the def2-TZVPD basis set
C -0.5529 0.8521 -2.2171
C -0.1097 2.3048 -2.3578
C 0.0981 0.0482 -3.3379
C -2.0581 0.8446 -2.4730
H -0.4839 0.1288 -4.2697
H 0.1639 -1.0148 -3.1056
H 1.1075 0.3820 -3.5747
H -0.2001 2.6405 -3.4031
H 0.9253 2.4751 -2.0675
H -0.7304 2.9766 -1.7648
H -2.3138 1.5654 -3.2652
H -2.6371 1.1266 -1.5963
H -2.4258 -0.1212 -2.8140
C 2.1869 -0.4726 1.1487
C 2.4407 -0.6402 -0.2325
C 2.3347 0.6188 -0.8488
H 2.6821 -1.5668 -0.7258
C 1.9954 1.5640 0.1377
C 1.9147 0.8900 1.3841
H 1.7338 1.3429 2.3432
H 2.2103 -1.2501 1.8928
H 2.4853 0.8224 -1.8919
H 1.8549 2.6170 -0.0259
C -1.7412 -1.3061 1.3067
C -0.5867 -2.1098 1.2725
C -0.3646 -2.5007 -0.0665
H 0.0143 -2.3875 2.1216
C -1.3825 -1.9388 -0.8608
C -2.2293 -1.1884 -0.0172
H -3.0962 -0.6310 -0.3214
H -2.1862 -0.8874 2.1916
H 0.4413 -3.1231 -0.4185
H -1.4909 -2.0610 -1.9223
Os 0.0000 0.0000 0.0000
C -1.8237 3.1436 2.8575
P -1.1259 1.8413 1.6984
C -2.9247 1.3922 1.5615
C 0.0279 3.2467 1.3328
H -2.5286 2.7044 3.6040
H -2.3061 4.0049 2.3576
H -1.0210 3.5050 3.5514
H -3.6135 2.2608 1.6471
H -3.1941 1.1401 0.5510
H -3.3006 0.7524 2.3840
H -0.3004 4.2884 1.5423
H 0.9906 3.2258 1.8671
H 0.0262 3.3504 0.2422
```